30
Properties=species:S:1:pos:R:3 method="wB97M-V/def2-TZVPD" lumo_ha=-0.0204 smiles=O.O.O.O.O.O.O.O.O.O e_tot_ev=-20799.767 homo_ev=-9.7 relative_energy_kcal_mol=65.6 gap_ev=9.1
O -4.15 -4.80 5.08
H -4.42 -3.89 5.01
H -4.42 -5.19 4.24
O -5.43 -4.75 2.73
H -5.65 -5.11 1.87
H -5.89 -3.91 2.76
O -1.32 -7.15 2.99
H -1.98 -6.80 2.40
H -1.68 -7.98 3.29
O -3.28 -6.49 1.23
H -3.74 -7.19 0.78
H -3.97 -5.95 1.60
O -1.61 -3.89 0.79
H -1.88 -4.63 0.24
H -0.65 -3.94 0.80
O -5.25 -6.90 -2.20
H -6.06 -7.33 -2.50
H -5.00 -7.38 -1.41
O -4.19 -8.55 -0.33
H -3.45 -9.10 -0.56
H -4.86 -9.15 -0.01
O -1.41 -4.49 3.77
H -2.15 -4.91 3.31
H -1.04 -5.19 4.31
O -6.16 -6.10 0.51
H -6.95 -6.64 0.58
H -5.89 -6.19 -0.41
O 0.09 -7.22 -0.27
H -0.64 -6.61 -0.14
H 0.57 -7.21 0.56